[1]
A structure of composition C5H8LiO5 at a distorted geometry, computed with ωB97M-V/def2-TZVPD.

```
! wB97M-V def2-TZVPD RIJCOSX def2/J DEFGRID3
* xyz -1 1
O -1.294 -1.028 0.764
C -1.058 0.022 1.662
C -1.865 -0.537 -0.448
O -1.137 -0.215 2.853
O -1.514 1.174 1.118
C -1.972 0.966 -0.211
H -2.840 -1.016 -0.601
H -1.197 -0.773 -1.287
H -1.290 1.511 -0.875
H -3.005 1.328 -0.285
O 1.784 -1.609 -1.055
O 1.057 0.073 1.117
C 2.518 -0.478 -0.747
C 1.659 0.579 -0.035
H 2.957 0.011 -1.652
H 3.395 -0.694 -0.085
H 0.889 0.909 -0.773
H 2.289 1.472 0.183
Li 0.626 -1.696 0.357
*
```

orbital gap: 0.2357 hartree
HOMO: -3.4 eV

***

[2]
A cluster of 3 separate species, C3H12O2S2 in total at a distorted geometry, computed with ωB97M-V/def2-TZVPD.

```
! wB97M-V def2-TZVPD RIJCOSX def2/J DEFGRID3
* xyz 0 1
C 1.986 -2.390 -0.053
C 0.648 -1.652 -0.072
C 0.831 -0.261 0.527
S -0.256 1.150 0.204
S -1.878 0.168 -0.687
H 2.261 -2.509 1.005
H 1.854 -3.415 -0.384
H 2.784 -1.865 -0.576
H -0.069 -2.197 0.546
H 0.277 -1.561 -1.095
H 1.870 0.044 0.317
H 0.887 -0.265 1.620
H -2.809 0.828 -0.078
O 3.911 3.979 1.556
H 3.487 4.834 1.546
H 4.727 4.098 2.067
O -3.150 -2.410 -1.340
H -3.764 -3.143 -1.241
H -3.063 -1.929 -0.510
*
```

orbital gap: 0.3200 hartree
HOMO: -8.2 eV
structure (SMILES): CCCSS.O.O

***

[3]
A cluster of 3 separate species, C8H15O7S3 in total, computed with ωB97M-V/def2-TZVPD.

```
! wB97M-V def2-TZVPD RIJCOSX def2/J DEFGRID3
* xyz 1 1
O -4.486 -2.381 -0.753
C -4.076 -2.438 0.589
C -3.236 -3.707 0.788
S -1.480 -3.567 1.232
S -0.619 -2.525 -0.339
S -1.230 -2.144 2.672
H -4.274 -1.526 -1.165
H -3.534 -1.537 0.898
H -4.948 -2.520 1.238
H -3.192 -4.255 -0.154
H -3.602 -4.384 1.564
H -1.024 -3.458 -1.238
H -1.744 -1.155 1.901
C 2.535 -0.884 -1.419
C 1.962 0.512 -1.330
O 3.094 1.304 -1.667
C 3.948 0.561 -2.426
O 4.891 0.983 -2.999
O 3.550 -0.746 -2.406
H 1.794 -1.618 -1.741
H 2.983 -1.199 -0.474
H 1.171 0.684 -2.065
H 1.618 0.787 -0.335
C 0.883 4.505 0.766
C 1.900 3.391 0.600
O 1.412 2.387 1.503
C 0.077 2.557 1.625
O -0.661 1.745 2.101
O -0.288 3.769 1.178
H 0.634 5.030 -0.152
H 1.153 5.213 1.549
H 1.868 2.964 -0.401
H 2.920 3.653 0.860
*
```

orbital gap: 0.3148 hartree
HOMO: -13.4 eV

***

[4]
A structure of composition C2HBr4OPS at a distorted geometry, computed with ωB97M-V/def2-TZVPD.

```
! wB97M-V def2-TZVPD RIJCOSX def2/J DEFGRID3
* xyz 0 1
C 0.315 -0.805 -0.388
C -1.041 -0.610 -0.371
O -4.600 0.028 -1.763
P -4.405 0.170 -0.317
S 1.012 -2.341 -0.396
Br -1.729 1.089 -0.771
Br -2.242 -2.028 -0.610
Br -5.630 -1.433 0.715
Br -5.464 2.037 0.255
H 1.103 0.006 -0.417
*
```

orbital gap (spin up / spin down): 0.2347 / 0.2349 hartree
HOMO (spin up / spin down): -9.2 / -9.5 eV

***

[5]
The molecule C4H3N at a distorted geometry, computed with ωB97M-V/def2-TZVPD.

```
! wB97M-V def2-TZVPD RIJCOSX def2/J DEFGRID3
* xyz 0 1
C -1.746 0.880 -0.257
C -0.595 0.544 -0.164
C 0.796 0.094 -0.068
C 0.807 -2.304 0.844
N 0.882 -1.151 0.627
H -2.769 1.173 -0.332
H 1.422 0.849 0.417
H 1.203 -0.086 -1.068
*
```

orbital gap: 0.4241 hartree
HOMO: -10.7 eV

***

[6]
A structure of composition C3H3OS at a distorted geometry, computed with ωB97M-V/def2-TZVPD.

```
! wB97M-V def2-TZVPD RIJCOSX def2/J DEFGRID3
* xyz 1 3
C 0.995 1.286 0.863
C -1.963 -1.092 0.509
C 0.688 -0.130 -0.982
O 1.040 0.685 -0.203
S -1.516 -0.636 -0.882
H 1.328 2.396 0.847
H -1.806 -1.577 1.452
H 1.234 -0.933 -1.604
*
```

orbital gap (spin up / spin down): 0.2267 / 0.2410 hartree
HOMO (spin up / spin down): -12.5 / -14.0 eV
⟨S²⟩: 2.121

***

[7]
A cluster of 2 separate species, C11H15N in total at a distorted geometry, computed with ωB97M-V/def2-TZVPD.

```
! wB97M-V def2-TZVPD RIJCOSX def2/J DEFGRID3
* xyz 0 1
C 1.575 2.217 -0.555
C 0.183 1.716 -0.767
C -0.401 1.458 -1.910
N -1.524 0.650 -1.777
C -1.902 0.643 -0.281
C -2.952 0.068 0.298
C -2.753 -0.152 1.668
C -1.631 0.300 2.333
C -0.622 0.947 1.664
C -0.665 1.155 0.281
H 1.678 3.239 -1.008
H 2.381 1.641 -0.945
H 1.921 2.415 0.460
H -0.239 1.798 -2.943
H -2.105 0.633 -2.614
H -3.700 -0.411 -0.331
H -3.544 -0.509 2.412
H -1.659 0.181 3.379
H 0.378 1.116 2.181
C 1.618 -2.736 0.432
C 2.296 -2.012 -0.738
H 1.873 -2.416 1.446
H 0.527 -2.559 0.151
H 1.807 -3.808 0.260
H 2.168 -2.572 -1.748
H 3.400 -2.032 -0.552
H 1.893 -0.971 -0.797
*
```

orbital gap: 0.3247 hartree
HOMO: -7.9 eV
structure (SMILES): Cc1c[nH]c2ccccc12.CC

***

[8]
A cluster of 2 separate species, C3H4OS in total at a distorted geometry, computed with ωB97M-V/def2-TZVPD.

```
! wB97M-V def2-TZVPD RIJCOSX def2/J DEFGRID3
* xyz 0 1
C -0.639 -1.205 -0.921
C 0.398 -1.896 -0.853
C -0.017 1.262 0.744
O -1.655 -0.611 -0.826
S 1.587 0.443 0.699
H 1.352 -2.271 -1.090
H -0.695 0.687 1.370
H -0.424 1.323 -0.264
H 0.093 2.268 1.142
*
```

orbital gap (spin up / spin down): 0.2223 / 0.2227 hartree
HOMO (spin up / spin down): -9.2 / -9.2 eV

***

[9]
A structure of composition C28H38AsF5N4O3P2PtS at a distorted geometry, computed with ωB97M-V/def2-TZVPD.

```
! wB97M-V def2-TZVPD RIJCOSX def2/J DEFGRID3
* xyz 0 1
Pt -0.916 -0.062 0.489
S -2.447 -1.794 1.034
C -1.512 -2.837 2.088
C -2.158 -3.971 2.590
C -1.500 -4.825 3.450
C -0.196 -4.549 3.839
C 0.441 -3.428 3.337
C -0.184 -2.571 2.441
As 0.804 -0.898 1.929
C 0.800 -0.360 3.784
C -0.440 0.084 4.231
C -0.594 0.529 5.530
C 0.489 0.516 6.394
C 1.719 0.054 5.959
C 1.879 -0.385 4.654
C 2.395 -1.844 1.356
C 2.207 -2.975 0.563
C 3.287 -3.722 0.135
C 4.571 -3.339 0.488
C 4.768 -2.201 1.253
C 3.686 -1.448 1.676
H -3.184 -4.156 2.309
H -2.002 -5.702 3.828
H 0.314 -5.201 4.533
H 1.457 -3.197 3.647
H -1.273 0.085 3.526
H -1.554 0.883 5.873
H 0.373 0.879 7.405
H 2.555 0.036 6.645
H 2.848 -0.736 4.319
H 1.193 -3.267 0.294
H 3.126 -4.610 -0.460
H 5.414 -3.924 0.155
H 5.768 -1.907 1.533
H 3.835 -0.539 2.246
C -2.517 -2.074 -2.832
N -2.782 -0.764 -3.384
C -2.624 -0.644 -4.814
P -2.699 0.598 -2.452
O -2.804 0.347 -1.012
O -1.317 1.311 -2.900
P -0.181 2.011 -1.958
O -0.571 2.022 -0.544
N 1.125 1.136 -2.547
C 2.443 1.744 -2.540
C 1.132 -0.280 -2.243
N -0.137 3.540 -2.575
C 0.129 4.662 -1.702
C 0.013 3.765 -3.992
N -3.844 1.631 -3.127
C -5.190 1.105 -2.972
C -3.756 3.014 -2.692
H -3.354 -2.743 -3.051
H -2.405 -1.988 -1.752
H -1.602 -2.498 -3.259
H -3.298 -1.341 -5.321
H -1.596 -0.861 -5.124
H -2.874 0.377 -5.092
H 2.347 2.824 -2.470
H 2.966 1.492 -3.468
H 3.040 1.399 -1.697
H 0.199 -0.729 -2.586
H 1.248 -0.488 -1.163
H 1.967 -0.745 -2.769
H 0.131 4.299 -0.676
H -0.654 5.419 -1.810
H 1.099 5.119 -1.925
H -0.092 2.810 -4.499
H 0.990 4.198 -4.228
H -0.767 4.446 -4.348
H -5.189 0.044 -3.212
H -5.856 1.632 -3.658
H -5.553 1.230 -1.946
H -2.720 3.341 -2.738
H -4.116 3.137 -1.665
H -4.363 3.633 -3.358
F 1.967 1.387 0.270
C 1.927 1.280 1.665
F 0.746 1.940 2.008
C 3.053 2.196 2.145
F 3.428 1.902 3.407
F 2.788 3.516 2.142
F 4.156 2.031 1.387
*
```

orbital gap: 0.2463 hartree
HOMO: -7.3 eV

***

[10]
The molecule C5H7N, computed with ωB97M-V/def2-TZVPD.

```
! wB97M-V def2-TZVPD RIJCOSX def2/J DEFGRID3
* xyz 0 1
C 2.737 -0.557 0.476
C 1.728 0.093 0.397
C 0.495 0.873 0.243
N -0.699 0.035 -0.023
C -0.685 -0.683 -1.141
C -1.887 0.135 0.614
H 3.622 -1.153 0.546
H 0.309 1.540 1.089
H 0.586 1.501 -0.653
H -1.292 -1.574 -1.174
H -0.164 -0.294 -2.007
H -2.008 -0.018 1.681
H -2.742 0.103 -0.048
*
```

orbital gap (spin up / spin down): 0.2859 / 0.2893 hartree
HOMO (spin up / spin down): -7.1 / -7.2 eV

***

[11]
A structure of composition C14H16MnN2O6S4, computed with ωB97M-V/def2-TZVPD.

```
! wB97M-V def2-TZVPD RIJCOSX def2/J DEFGRID3
* xyz 0 4
Mn -0.522 -0.425 -0.363
O -1.365 -2.291 -0.092
S -0.523 -2.525 1.112
O -1.226 -2.967 2.274
O 0.205 -1.220 1.281
C 0.710 -3.716 0.701
C 0.583 -4.954 1.314
C 1.492 -5.963 1.031
C 2.519 -5.729 0.138
C 2.649 -4.492 -0.477
C 1.756 -3.467 -0.204
S 2.143 -1.905 -1.010
O 2.854 -2.256 -2.203
O 0.782 -1.349 -1.398
O 2.808 -1.093 -0.035
H -0.229 -5.112 2.009
H 1.391 -6.928 1.510
H 3.229 -6.514 -0.089
H 3.443 -4.305 -1.186
C -0.654 2.296 -4.028
C -0.493 1.700 -2.656
S -1.466 0.371 -2.319
C 0.445 2.202 -1.735
C 1.327 3.375 -2.063
S 0.695 1.487 -0.236
H -1.702 2.282 -4.326
H -0.103 1.691 -4.753
H -0.283 3.315 -4.094
H 0.799 4.146 -2.621
H 2.174 3.043 -2.670
H 1.728 3.817 -1.153
C -1.040 0.904 2.900
C -2.166 0.515 2.011
N -2.129 0.273 0.709
C -3.418 -0.049 0.316
C -4.239 0.028 1.384
N -3.432 0.392 2.443
H -0.173 1.178 2.309
H -0.757 0.073 3.547
H -1.330 1.756 3.516
H -3.649 -0.300 -0.703
H -5.295 -0.137 1.490
H -3.719 0.497 3.400
*
```

orbital gap (spin up / spin down): 0.2761 / 0.2796 hartree
HOMO (spin up / spin down): -7.6 / -9.3 eV
⟨S²⟩: 3.789

***

[12]
A structure of composition C31H61ClCsN5O5SSi2 at a distorted geometry, computed with ωB97M-V/def2-TZVPD.

```
! wB97M-V def2-TZVPD RIJCOSX def2/J DEFGRID3
* xyz 0 1
C -0.246 -3.138 -3.155
C 0.517 -1.831 -2.919
O 1.494 -1.603 -3.977
C 2.654 -1.057 -3.533
O 2.692 -0.245 -2.646
C 3.916 -1.532 -4.201
C 4.651 -2.569 -3.308
C 5.033 -3.843 -4.106
C 4.116 -5.082 -3.946
C 4.801 -6.100 -4.772
N 5.394 -6.808 -5.454
C 2.702 -4.881 -4.530
C 2.683 -4.546 -6.034
C 1.457 -5.132 -6.773
S 0.341 -3.855 -7.416
C 4.048 -5.630 -2.463
Cl 3.900 -7.455 -2.519
C 5.302 -5.377 -1.760
N 6.220 -4.969 -1.204
C 2.789 -5.199 -1.645
C 3.055 -5.039 -0.170
O 2.778 -5.927 0.603
O 3.619 -3.892 0.277
H -1.306 -2.959 -3.273
H 0.144 -3.717 -3.989
H -0.130 -3.759 -2.263
H -0.176 -0.994 -2.881
H 1.045 -1.861 -1.970
H 4.532 -0.652 -4.367
H 3.694 -1.954 -5.177
H 5.581 -2.140 -2.949
H 4.025 -2.801 -2.446
H 4.963 -3.589 -5.161
H 6.069 -4.130 -3.938
H 2.141 -5.805 -4.374
H 2.222 -4.062 -3.994
H 2.589 -3.468 -6.130
H 3.607 -4.821 -6.539
H 1.781 -5.661 -7.665
H 0.911 -5.810 -6.122
H -0.001 -3.277 -6.256
H 2.096 -6.030 -1.672
H 2.309 -4.292 -2.015
H 3.291 -3.658 1.180
C -1.848 2.530 3.643
Si -0.968 0.841 3.721
C -2.351 -0.458 3.662
C -0.176 0.752 5.424
N 0.107 0.769 2.444
Si 1.114 -0.510 2.101
C 0.165 -2.122 1.692
C 2.340 -0.926 3.474
C 2.134 -0.108 0.561
H -2.572 2.632 4.465
H -1.114 3.339 3.723
H -2.385 2.632 2.692
H -3.156 -0.222 4.369
H -1.967 -1.444 3.930
H -2.789 -0.509 2.660
H 0.677 1.433 5.480
H 0.173 -0.264 5.651
H -0.886 1.036 6.214
H -0.284 -2.560 2.590
H 0.846 -2.864 1.261
H -0.624 -1.933 0.961
H 2.844 -0.018 3.806
H 3.121 -1.625 3.122
H 1.852 -1.398 4.349
H 2.740 0.781 0.743
H 1.483 0.085 -0.296
H 2.814 -0.928 0.288
Cs 1.985 -4.629 2.451
O 1.355 -2.502 6.029
H 1.269 -1.938 6.803
C -2.643 -1.989 -6.595
C -2.579 -3.182 -5.766
N -2.526 -4.121 -5.108
H -3.624 -1.898 -7.059
H -2.462 -1.097 -5.997
H -1.895 -2.032 -7.385
C -5.023 9.734 3.219
C -3.719 9.136 3.756
C -3.148 7.947 2.997
N -3.747 6.576 3.200
C -3.159 5.691 2.142
C -3.416 5.984 4.554
C -4.546 6.410 5.479
C -5.780 6.540 4.567
C -5.253 6.516 3.127
H -5.908 9.194 3.552
H -5.133 10.758 3.574
H -5.026 9.762 2.128
H -3.799 8.936 4.823
H -2.953 9.910 3.668
H -2.098 7.826 3.259
H -3.196 8.144 1.925
H -2.078 5.691 2.264
H -3.436 6.065 1.159
H -3.544 4.687 2.295
H -3.405 4.902 4.426
H -2.428 6.316 4.862
H -4.320 7.357 5.964
H -4.693 5.686 6.276
H -6.340 7.446 4.788
H -6.466 5.709 4.715
H -5.613 7.312 2.483
H -5.502 5.567 2.659
*
```

orbital gap: 0.1448 hartree
HOMO: -4.4 eV

***

[13]
A structure of composition C23H32FN3O4S at a distorted geometry, computed with ωB97M-V/def2-TZVPD.

```
! wB97M-V def2-TZVPD RIJCOSX def2/J DEFGRID3
* xyz 0 1
C -3.148 5.091 0.551
C -1.631 5.249 0.022
H -1.367 4.686 -0.875
H -1.368 6.404 -0.021
O -0.686 4.967 0.934
C -0.590 3.605 1.078
O -1.059 2.908 0.203
C 0.351 3.081 2.233
C 1.416 3.640 2.919
N 1.639 2.749 3.867
C 0.860 1.614 4.148
C 0.039 1.889 3.024
S -1.564 1.045 2.395
O -2.634 1.793 2.466
O -1.624 -0.053 3.512
N -1.455 0.224 1.185
H -1.399 0.961 0.291
C -0.323 -0.708 1.113
C -0.111 -1.688 -0.220
C 0.677 -2.776 0.002
C 0.863 -3.460 -1.408
N 1.099 -2.662 -2.290
C 1.520 -3.436 -3.617
C 0.231 -4.133 -4.200
C -0.208 -3.503 -5.205
C -1.587 -4.204 -5.789
C -1.952 -5.338 -5.514
C -0.902 -6.178 -4.434
C -0.012 -5.369 -3.908
H 0.667 -5.973 -3.320
F -1.145 -7.405 -4.101
H -2.618 -5.902 -5.817
H -2.261 -3.676 -6.422
H -0.341 -2.353 -5.604
H 1.866 -2.552 -4.444
H 2.383 -4.219 -3.363
C 0.392 -1.548 -2.740
C -0.030 -0.798 -1.288
H -0.495 0.094 -1.498
H 1.170 -0.313 -1.029
H 0.385 -1.021 -3.552
H -0.951 -1.951 -2.653
H 1.467 -4.245 -1.279
H -0.301 -3.851 -1.628
H 0.563 -3.338 0.806
H 1.737 -2.435 -0.038
H -1.316 -1.956 -0.472
H -0.489 -1.424 1.786
H 0.872 -0.278 1.224
C 0.837 0.665 5.141
H 0.043 -0.058 4.854
H 0.885 1.006 5.994
H 1.860 -0.129 4.767
C 2.616 2.949 4.772
H 2.372 3.714 5.443
H 2.792 1.929 5.525
H 3.680 3.312 4.228
C 2.045 4.865 2.682
H 3.132 4.503 2.352
H 1.326 5.181 1.809
H 2.177 5.484 3.362
H -3.365 5.651 1.460
H -3.680 5.471 -0.285
H -3.353 4.200 0.864
*
```

orbital gap: 0.3124 hartree
HOMO: -8.0 eV

***

[14]
A structure of composition C11H26ClI2IrN2P2Se at a distorted geometry, computed with ωB97M-V/def2-TZVPD.

```
! wB97M-V def2-TZVPD RIJCOSX def2/J DEFGRID3
* xyz 3 6
I 0.020 0.053 -4.201
I -0.050 2.154 0.340
Ir -0.011 0.019 -1.354
P -2.379 0.103 -1.554
C -3.321 1.209 -0.432
C -3.126 0.566 -3.158
H -4.214 0.579 -3.036
H -4.166 -1.509 -1.285
H -2.852 -0.155 -3.936
H -2.692 -2.259 -1.977
H -3.183 2.245 -0.760
H -2.777 1.564 -3.443
C -3.073 -1.560 -1.229
H -4.390 0.947 -0.479
H -2.772 -1.911 -0.237
H -2.966 1.111 0.599
P 2.355 0.135 -1.544
C 3.255 1.232 -0.382
C 3.076 -1.523 -1.254
H 2.855 -0.052 -3.929
H 4.197 0.688 -2.989
H 2.749 1.653 -3.385
C 3.112 0.652 -3.128
H 2.709 -2.210 -2.020
H 4.168 -1.454 -1.307
H 4.326 0.977 -0.395
H 2.867 1.129 0.637
H 2.778 -1.900 -0.270
H 3.127 2.272 -0.706
Cl 0.005 -2.306 -2.012
C 2.484 -0.411 2.736
N 1.112 -0.120 3.084
C 0.709 0.555 4.226
C -0.649 0.578 4.220
N -1.062 -0.085 3.074
C -2.445 -0.321 2.714
C 0.022 -0.498 2.364
Se 0.010 -1.446 0.737
H 2.949 -1.034 3.512
H 3.062 0.515 2.645
H 2.492 -0.957 1.786
H 1.418 0.943 4.934
H -1.349 0.992 4.923
H -2.940 -0.919 3.489
H -2.978 0.629 2.611
H -2.460 -0.873 1.769
*
```

orbital gap (spin up / spin down): 0.2374 / 0.1915 hartree
HOMO (spin up / spin down): -17.3 / -18.9 eV
⟨S²⟩: 8.772